74
Properties=species:S:1:pos:R:3:forces:R:3 method="wB97M-V/def2-TZVPD" s2=0.75 spin_multiplicity=2 lumo_energy_ev="0.16 / -0.21" e_homo_ev="-8.679 / -8.685" energy_ha=-1969.3528
C 4.072060 -2.388698 2.314490 -0.61 -2.65 -0.52
C 3.321361 -2.725942 0.973685 0.11 -0.17 0.80
C 4.131946 -3.539395 -0.062203 0.79 1.33 0.12
N 2.094160 -2.315425 0.883190 2.35 1.78 -0.12
C 1.841096 -1.458668 -0.334745 -2.15 -0.45 0.98
P 1.178613 -2.597048 -1.666466 0.43 -1.31 -3.42
N 1.962905 -2.653385 -3.035276 -0.20 0.45 1.63
O -0.446915 -2.263095 -2.083661 2.31 -0.91 1.99
O 1.191551 -4.181143 -1.051317 -1.24 2.75 -0.21
C 0.662003 -0.490653 0.153324 0.72 0.53 -0.77
C 1.205294 0.895361 0.695723 -2.39 0.52 2.01
C 1.970297 0.772203 2.066499 0.95 -0.49 -0.91
C -0.111664 1.710463 1.043352 0.11 -1.19 0.96
N 1.924716 1.681868 -0.345622 -1.66 -1.18 -1.33
O 1.208372 2.597247 -0.906554 0.71 0.36 0.51
C 2.570646 0.834917 -1.374115 2.60 -0.61 -1.12
C 3.925870 1.568183 -1.757001 -0.90 0.51 0.95
C 1.778191 0.665228 -2.705270 0.18 0.39 -0.23
C 3.034916 -0.533218 -0.718719 -0.03 0.65 -0.77
H 4.913475 -3.119388 2.408872 -0.32 0.90 0.11
H 4.422153 -1.339409 2.330982 -0.35 -0.60 -0.11
H 3.364297 -2.635459 3.134460 0.43 0.67 -0.32
H 3.764549 -3.483564 -1.104838 -0.06 -0.30 0.70
H 5.190069 -3.167801 -0.065317 -0.75 -0.29 0.03
H 4.190682 -4.585492 0.318359 -0.31 0.66 -0.32
H 2.722647 -1.977036 -2.967575 -0.04 -0.20 -0.38
H -0.945543 -2.529324 -1.293896 -0.61 0.38 -0.26
H 0.536554 -4.160372 -0.334318 0.25 -0.62 0.26
H -0.022806 -0.211947 -0.679009 0.55 -0.36 0.38
H 0.047294 -1.018263 0.913135 0.58 0.47 -0.29
H 3.059158 0.918808 1.881359 -0.61 -0.03 0.26
H 1.657762 1.531735 2.810168 0.04 -0.51 -0.50
H 1.860600 -0.272858 2.437108 -0.07 0.89 0.00
H -0.878479 1.650640 0.247710 0.58 0.42 0.30
H 0.110746 2.735671 1.393579 -0.13 -0.52 -0.54
H -0.542814 1.173500 1.929956 0.25 0.42 -0.67
H 4.516433 1.008861 -2.506886 -0.33 0.36 0.45
H 4.482014 1.728556 -0.799358 -0.08 -0.28 -0.86
H 3.656689 2.590282 -2.110504 0.29 -0.77 -0.04
H 1.608362 1.650524 -3.199978 0.11 -0.61 0.65
H 2.443321 0.106840 -3.406891 -0.70 0.18 0.58
H 0.794377 0.163744 -2.617007 0.67 0.14 -0.05
H 3.634238 -0.204689 0.165431 -0.72 -0.67 -0.31
H 3.786724 -1.002251 -1.400268 -0.76 0.19 0.41
C -6.462333 -4.256500 1.679142 0.00 0.08 -0.31
C -5.167649 -4.850941 2.196070 -0.43 0.24 0.39
O -4.468581 -5.553149 1.159443 0.20 -0.01 0.01
C -3.799728 -4.784044 0.302006 -0.21 -0.33 -0.02
O -3.722187 -3.583898 0.331719 0.15 0.17 0.05
O -3.236858 -5.576262 -0.613711 0.08 0.07 0.11
C -2.561989 -4.862480 -1.647207 0.04 -0.14 -0.50
H -7.072346 -5.025490 1.201029 0.00 -0.04 0.15
H -7.031808 -3.807869 2.493810 0.03 -0.05 0.01
H -6.271472 -3.487017 0.929728 0.06 0.02 0.11
H -5.386209 -5.586363 2.970572 0.16 -0.16 -0.19
H -4.526024 -4.089831 2.643465 0.05 -0.01 -0.20
H -1.847819 -4.152903 -1.243414 -0.14 -0.06 0.10
H -3.286556 -4.351183 -2.281213 0.08 0.15 0.10
H -2.020889 -5.585061 -2.253750 -0.08 -0.12 0.18
C -1.670250 4.794182 -1.349189 -0.29 0.16 -0.03
C -0.774155 5.193787 -0.195019 0.10 -0.54 -0.31
O -0.832082 6.609264 0.038996 0.02 0.11 0.21
C -1.909363 7.034501 0.697130 0.21 0.07 -0.29
O -2.806088 6.351041 1.112839 -0.11 -0.06 0.14
O -1.831255 8.365468 0.801530 0.03 -0.02 0.07
C -2.971965 8.964049 1.413535 -0.21 0.27 0.15
H -1.434319 5.382700 -2.238249 0.13 -0.09 0.02
H -1.547610 3.735623 -1.581299 0.09 0.03 0.02
H -2.720575 4.975547 -1.114525 0.06 -0.07 0.08
H 0.261487 4.962940 -0.442508 -0.01 0.25 0.07
H -1.020617 4.643801 0.713688 -0.14 0.19 0.02
H -3.192717 8.502744 2.375697 -0.04 -0.09 -0.12
H -3.833672 8.891962 0.749148 -0.02 -0.11 0.11
H -2.742293 10.015274 1.575950 0.19 -0.08 -0.13